# 1
Entry from OMol25: the ion C5H11N2S with charge +1 (ωB97M-V/def2-TZVPD).

Last column: natural (NBO) charge in e.
Atoms and positions in Å:
C 0.399 0.733 1.898  -0.4083
N 0.324 0.048 0.617  -0.4595
C 1.563 -0.195 -0.023  -0.2150
C 1.040 -0.759 -1.420  -0.2541
N -0.424 -1.021 -1.298  -0.5396
C -0.773 0.126 -0.171  0.2299
C -2.150 0.384 0.114  -0.5046
S -1.381 1.514 -1.052  0.1615
H 0.229 1.820 1.544  0.1966
H -0.473 0.688 2.564  0.2280
H 1.280 0.585 2.379  0.2274
H 2.149 -0.887 0.625  0.2181
H 2.287 0.650 -0.027  0.2215
H 1.106 0.079 -2.207  0.2501
H 1.592 -1.692 -1.549  0.2552
H -0.885 -0.756 -2.168  0.4552
H -0.699 -1.905 -0.861  0.4415
H -2.928 -0.240 -0.041  0.2470
H -2.254 0.824 1.075  0.2493

Its SMILES is CN1CC[NH2+][C@@]12CS2. The value obtained for the orbital gap is 9.768 eV. The calculation puts the energy above the lowest of the compared OMol25 structures with the same formula, charge and spin at 2.9705 eV. Its net charge is +1. As for the LUMO energy: -3.1 eV. The spin multiplicity is 1.

---

# 2
Entry from OMol25: an isolated molecule of C5H11N3 (ωB97M-V/def2-TZVPD).

Last column: natural (NBO) charge in e.
Atoms and positions in Å:
C -1.327 -0.887 -2.124  -0.5972
C 0.071 -1.142 -1.724  -0.2503
N 1.186 -0.325 -1.996  -0.4243
C 1.598 0.510 -1.165  0.0889
C 1.544 0.757 0.297  -0.4132
C 0.486 0.534 1.216  0.0575
N 0.222 0.667 2.526  -0.4423
N -1.121 0.778 3.152  -0.6935
H -1.638 0.099 -1.550  0.1994
H -1.298 -0.752 -3.164  0.2005
H -1.942 -1.924 -2.061  0.2231
H 0.345 -2.147 -1.984  0.1932
H -0.228 -1.076 -0.601  0.1311
H 2.470 0.907 -1.688  0.1859
H 2.540 1.204 0.784  0.2087
H -0.314 0.235 0.660  0.1869
H 0.935 1.121 3.410  0.4110
H -1.746 1.535 2.718  0.3587
H -1.786 -0.094 3.295  0.3756

Its SMILES is CC/N=C\C=C\NN. The value obtained for the orbital gap is 8.832 eV. The calculation puts the energy above the lowest of the compared OMol25 structures with the same formula, charge and spin at 6.0385 eV. Its net charge is 0. As for the LUMO energy: 0.7 eV. The spin multiplicity is 1.

---

# 3
Entry from OMol25: an isolated molecule of C5H11N3 (ωB97M-V/def2-TZVPD).

Last column: natural (NBO) charge in e.
Atoms and positions in Å:
H -1.904 1.627 -1.783  0.3560
N -2.160 1.622 -0.800  -0.6795
C -1.868 0.568 -0.188  0.4544
N -2.235 -0.237 0.853  -0.5935
C -1.289 -0.795 -0.129  -0.1388
C 0.192 -0.801 0.108  -0.2271
C 0.946 -1.134 -1.163  -0.6215
C 0.633 0.696 0.708  -0.2284
N 2.076 0.805 0.687  -0.8453
H -1.960 -0.062 1.808  0.3786
H -1.704 -1.596 -0.733  0.2025
H 0.451 -1.501 0.910  0.1963
H 0.568 -0.572 -2.015  0.2055
H 0.901 -2.200 -1.378  0.2089
H 1.993 -0.854 -1.039  0.2415
H 0.295 1.635 0.257  0.2131
H 0.231 0.706 1.734  0.1557
H 2.492 0.308 1.467  0.3559
H 2.343 1.784 0.695  0.3657

Its SMILES is [H]/N=C1/N[C@@H]1[C@@H](C)CN. The value obtained for the orbital gap is 9.912 eV. The calculation puts the energy above the lowest of the compared OMol25 structures with the same formula, charge and spin at 2.5656 eV. Its net charge is 0. As for the LUMO energy: 0.9 eV. The spin multiplicity is 1.

---

# 4
Entry from OMol25: a cluster of 2 separate species, C5H11N3 in total (ωB97M-V/def2-TZVPD).

Last column: natural (NBO) charge in e.
Atoms and positions in Å:
C 0.627 0.387 0.811  -0.5513
C 1.092 1.186 -0.149  0.1994
C 2.375 0.926 -0.880  -0.6529
N 0.377 2.278 -0.625  -0.8186
H -0.293 0.599 1.329  0.2002
H 1.155 -0.498 1.112  0.2128
H 3.085 1.733 -0.696  0.2164
H 2.821 -0.008 -0.553  0.2282
H 2.192 0.875 -1.952  0.2205
H -0.356 2.607 -0.014  0.3809
H 0.935 3.023 -1.015  0.3763
C -2.082 -2.337 1.910  -0.6167
C -2.036 -1.911 0.684  0.3265
N -2.199 -1.558 -0.470  -0.2678
N -1.274 -1.097 -1.362  -0.6392
H -2.342 -1.682 2.724  0.2233
H -1.875 -3.364 2.154  0.2252
H -0.466 -0.631 -0.947  0.3716
H -1.736 -0.528 -2.061  0.3652

Its SMILES is C=C(C)N.C=C=NN. The value obtained for the orbital gap is 9.264 eV. The calculation puts the energy above the lowest of the compared OMol25 structures with the same formula, charge and spin at 2.9165 eV. Its net charge is 0. As for the LUMO energy: 0.9 eV. The spin multiplicity is 1.

---

> What is the formula in the first record?

C5H11N2S

---

Copy entry 4 word for word.
Entry from OMol25: a cluster of 2 separate species, C5H11N3 in total (ωB97M-V/def2-TZVPD).

Last column: natural (NBO) charge in e.
Atoms and positions in Å:
C 0.627 0.387 0.811  -0.5513
C 1.092 1.186 -0.149  0.1994
C 2.375 0.926 -0.880  -0.6529
N 0.377 2.278 -0.625  -0.8186
H -0.293 0.599 1.329  0.2002
H 1.155 -0.498 1.112  0.2128
H 3.085 1.733 -0.696  0.2164
H 2.821 -0.008 -0.553  0.2282
H 2.192 0.875 -1.952  0.2205
H -0.356 2.607 -0.014  0.3809
H 0.935 3.023 -1.015  0.3763
C -2.082 -2.337 1.910  -0.6167
C -2.036 -1.911 0.684  0.3265
N -2.199 -1.558 -0.470  -0.2678
N -1.274 -1.097 -1.362  -0.6392
H -2.342 -1.682 2.724  0.2233
H -1.875 -3.364 2.154  0.2252
H -0.466 -0.631 -0.947  0.3716
H -1.736 -0.528 -2.061  0.3652

Its SMILES is C=C(C)N.C=C=NN. The value obtained for the orbital gap is 9.264 eV. The calculation puts the energy above the lowest of the compared OMol25 structures with the same formula, charge and spin at 2.9165 eV. Its net charge is 0. As for the LUMO energy: 0.9 eV. The spin multiplicity is 1.

---

> Look up the LUMO of the fourth one.

0.9 eV